1.
The following is a quantum chemistry calculation of a molecular structure, C18H37ClInN4O3P, from the Open Molecules 2025 dataset.

Geometry as ORCA input:
```
! wB97M-V def2-TZVPD RIJCOSX def2/J DEFGRID3
* xyz 2 1
In -0.007 0.118 -0.156
Cl -5.156 -1.127 -2.683
P 0.368 2.048 -1.841
O 3.524 -1.427 0.176
O 2.098 0.132 0.700
O 1.512 -1.445 -0.665
N -1.503 -1.280 -1.221
N 2.451 -0.944 0.082
N -0.459 -1.393 1.541
N -0.247 1.696 1.580
C -0.863 3.375 -1.476
C 0.604 0.038 -3.779
C -2.221 2.783 -1.094
C 0.854 2.408 -4.609
C 0.169 1.494 -3.585
C -1.131 -2.549 -1.469
C 2.312 4.118 -1.835
C -1.039 4.386 -2.615
C -0.958 -0.528 3.847
C 0.051 -1.225 2.939
C 3.136 1.724 -1.980
C -3.244 -3.032 -2.476
C -2.725 -0.875 -1.595
C -1.980 -3.445 -2.090
C 2.055 2.664 -1.432
C -1.300 1.747 2.646
C -3.617 -1.720 -2.225
C -0.896 0.997 3.904
H -1.479 2.790 2.902
H 0.109 1.316 4.204
H 2.076 2.595 -0.339
H -0.219 2.595 1.109
H -1.972 -0.845 3.574
H -1.450 -1.618 1.583
H 4.063 1.882 -1.428
H -1.731 5.164 -2.291
H 0.552 2.097 -5.610
H 0.668 1.594 2.017
H -3.932 -3.708 -2.966
H -0.449 3.905 -0.611
H 1.938 2.315 -4.555
H 3.315 4.397 -1.507
H 3.339 1.931 -3.030
H 0.271 -2.212 3.340
H -1.471 3.913 -3.498
H 0.260 -0.309 -4.755
H 0.992 -0.679 2.898
H -1.564 1.331 4.699
H 1.689 -0.060 -3.761
H -2.902 3.581 -0.794
H 2.276 4.247 -2.917
H -2.154 2.083 -0.254
H -3.006 0.148 -1.384
H 1.615 4.817 -1.372
H 0.586 3.455 -4.498
H -1.648 -4.458 -2.275
H -2.677 2.274 -1.946
H -0.798 -0.902 4.858
H -2.232 1.346 2.242
H -0.108 4.872 -2.896
H 2.878 0.669 -1.887
H -0.126 -2.834 -1.191
H -0.019 -2.216 1.135
H -0.915 1.555 -3.731
H 0.186 -0.633 -3.029
*
```

Computed properties:
LUMO level = -5.8 eV
highest occupied orbital energy = -0.5743 Eh
energy = -2143.93079 a.u.

Atomic partial charges in e from the Löwdin method, atoms 1 to 4: number 1, In, carries 0.83; number 2, Cl, carries 0.78; number 3, P, carries 1.06; number 4, O, carries 0.20

2.
The following is a quantum chemistry calculation of a gas-phase ion, C12H21NO7P (charge -1) in a non-equilibrium geometry, from the Open Molecules 2025 dataset.

Geometry as ORCA input:
```
! wB97M-V def2-TZVPD RIJCOSX def2/J DEFGRID3
* xyz -1 1
P -0.085 -0.406 -3.449
O -1.121 -1.348 1.584
O 2.938 1.029 0.201
O 1.198 -0.611 -4.136
O -0.916 -1.443 4.726
O 1.363 -1.386 3.425
O -0.970 -1.595 -3.545
O -0.787 0.890 -4.179
N 1.032 0.589 2.465
C -2.005 -1.713 3.845
C -1.983 -0.777 2.620
C -0.502 -0.361 0.699
C 1.515 -0.165 3.516
C 2.265 0.449 4.659
C -1.466 1.875 -6.313
C 0.910 0.051 1.119
C -1.253 0.577 -5.490
C 0.298 -0.123 -1.692
C 1.515 1.070 0.147
C 1.179 0.874 -1.300
C -0.399 -1.016 -0.686
H -0.535 -0.049 -6.026
H -1.941 -2.761 3.452
H -2.213 0.046 -5.383
H 3.216 0.812 4.262
H -0.092 -1.651 4.227
H 3.261 0.198 -0.229
H -2.976 -0.723 2.196
H 2.453 -0.313 5.435
H 1.324 1.549 2.540
H -0.452 2.310 -6.508
H 1.691 1.230 5.104
H -1.089 0.546 0.616
H 0.174 -1.951 -0.639
H -2.079 2.635 -5.778
H -1.850 1.642 -7.287
H 1.648 1.436 -2.083
H 1.235 2.096 0.471
H -2.935 -1.577 4.413
H -1.392 -1.273 -0.976
H 1.489 -0.879 1.030
H -1.662 0.216 2.944
*
```

Computed properties:
LUMO level = 2.6 eV
highest occupied orbital energy = -0.1747 Eh
relative energy (zero: lowest compared OMol25 entry of this formula, charge and spin) = 0.0 kcal per mole
SMILES = CCO[P@@](=O)([O-])C1=C[C@H](O)[C@@H](NC(C)=O)[C@H](OCCO)C1
energy = -1392.77134 a.u.

Atomic partial charges in e from the Löwdin method, atoms 1 to 4: number 1, P, carries 0.24; number 2, O, carries -0.11; number 3, O, carries -0.05; number 4, O, carries -0.34

3.
The following is a quantum chemistry calculation of a molecular structure, C5H5N3 in a non-equilibrium geometry, from the Open Molecules 2025 dataset.

Geometry as ORCA input:
```
! wB97M-V def2-TZVPD RIJCOSX def2/J DEFGRID3
* xyz 0 1
N -0.699 -0.324 1.419
N -0.455 0.956 -1.193
N 1.356 -1.379 0.406
C 0.248 -0.454 0.514
C 0.489 0.185 -0.667
C 1.601 -0.768 -0.967
C -1.395 1.236 -0.360
C -1.558 0.633 0.880
H -1.989 1.999 -0.887
H 2.266 -0.823 1.032
H -2.246 0.882 1.724
H 2.700 -0.344 -0.898
H 1.554 -1.481 -1.790
*
```

Computed properties:
LUMO level = 0.1 eV
highest occupied orbital energy = -0.3501 Eh
relative energy (zero: lowest compared OMol25 entry of this formula, charge and spin) = 60.0 kcal per mole
energy = -357.67701 a.u.

Atomic partial charges in e from the Löwdin method, atoms 1 to 4: number 1, N, carries 0.16; number 2, N, carries 0.12; number 3, N, carries 0.02; number 4, C, carries -0.38